a.
{"formula": "C8H11NO4", "method": "ωB97M-V/def2-TZVPD", "multiplicity": 1, "total_charge": 0, "homo_ev": -8.18, "elements": ["C", "C", "C", "C", "C", "C", "C", "C", "N", "O", "O", "O", "O", "H", "H", "H", "H", "H", "H", "H", "H", "H", "H", "H"], "xyz": [[-0.25, 1.10, -1.01], [2.28, -1.04, -0.87], [2.51, -0.66, -2.80], [-0.46, 0.19, 0.17], [1.91, 0.04, -1.57], [-1.44, 0.64, 1.11], [-0.83, -1.23, -0.17], [-2.74, 0.65, 0.77], [0.95, 1.05, -1.64], [-1.08, 1.86, -1.44], [2.28, -1.50, 0.41], [2.97, -1.76, -1.89], [-1.05, 1.09, 2.31], [1.66, -1.02, -3.37], [3.28, -0.19, -3.32], [0.56, 0.13, 0.64], [-0.27, -1.70, -0.96], [-1.84, -1.26, -0.60], [-0.84, -1.78, 0.78], [-2.97, 0.34, -0.27], [3.10, -1.94, 0.65], [-3.64, 1.00, 1.33], [1.15, 1.60, -2.36], [-1.75, 1.42, 2.83]]}

***

b.
{"formula": "C8H11NO4", "method": "ωB97M-V/def2-TZVPD", "multiplicity": 1, "total_charge": 0, "homo_ev": -9.23, "elements": ["C", "C", "C", "C", "C", "C", "C", "C", "H", "H", "H", "H", "H", "H", "H", "H", "H", "H", "H", "N", "O", "O", "O", "O"], "xyz": [[-2.72, 0.96, 1.42], [-1.92, 1.46, 0.25], [-0.85, 0.76, -0.32], [0.76, 0.29, -1.81], [2.37, 0.01, -1.80], [2.03, -1.12, -0.71], [-0.41, -0.77, -0.07], [0.20, -1.07, 1.46], [-4.72, 0.02, 0.93], [-2.38, 1.25, 2.56], [-2.54, -0.20, 1.36], [-1.61, 2.67, 0.25], [0.48, 0.01, -2.81], [2.67, 1.00, -1.45], [3.00, -0.26, -2.79], [-1.26, -1.25, -0.35], [-0.57, -1.16, 2.10], [0.88, -2.08, 1.37], [2.33, -0.89, 1.76], [0.69, -0.83, -1.02], [-3.97, 1.29, 1.32], [0.18, 1.36, -1.18], [2.65, -1.99, -0.02], [1.42, -0.21, 1.59]]}

***

c.
{"formula": "C8H11NO4", "method": "ωB97M-V/def2-TZVPD", "multiplicity": 1, "total_charge": 0, "homo_ev": -10.56, "smiles": "CCOC[C@H]1COC(=O)[C@H]1OC#N", "elements": ["C", "C", "O", "C", "C", "C", "O", "C", "O", "C", "O", "C", "N", "H", "H", "H", "H", "H", "H", "H", "H", "H", "H", "H"], "xyz": [[2.71, -0.68, 0.37], [2.48, 0.46, -0.64], [1.46, 1.37, -0.25], [0.17, 1.04, -0.69], [-0.49, -0.07, 0.14], [-0.60, 0.45, 1.61], [-1.91, 1.04, 1.74], [-2.67, 0.83, 0.64], [-3.68, 1.42, 0.38], [-1.97, -0.28, -0.08], [-2.41, -0.57, -1.42], [-2.25, -1.81, -1.72], [-1.94, -2.91, -1.93], [2.31, -0.35, 1.33], [3.78, -0.87, 0.48], [2.19, -1.58, 0.05], [2.32, 0.08, -1.65], [3.40, 1.06, -0.67], [-0.44, 1.93, -0.57], [0.14, 0.79, -1.76], [0.01, -1.03, 0.04], [0.08, 1.26, 1.84], [-0.45, -0.40, 2.28], [-2.23, -1.16, 0.52]]}

***

The computed energies, referenced to the most stable structure and given in kJ/mol, are a 140.7; b 763.6; c 0.0.

***

a.
{"formula": "C2H5N3OS", "method": "ωB97M-V/def2-TZVPD", "multiplicity": 1, "total_charge": 0, "homo_ev": -8.91, "smiles": "N/N=C\\NOC=S", "elements": ["N", "N", "C", "N", "O", "C", "S", "H", "H", "H", "H", "H"], "xyz": [[-1.60, -1.17, 1.05], [-1.66, -0.96, -0.24], [-0.82, -0.08, -0.77], [-0.13, 0.95, -0.08], [0.98, 0.35, 0.58], [2.17, 0.43, 0.01], [2.60, 1.08, -1.48], [-2.45, -1.54, 1.35], [-1.22, -0.35, 1.65], [-0.90, 0.01, -1.84], [0.22, 1.56, -0.79], [2.83, -0.28, 0.55]]}

***

b.
{"formula": "C2H5N3OS", "method": "ωB97M-V/def2-TZVPD", "multiplicity": 1, "total_charge": 0, "homo_ev": -8.68, "smiles": "NNC1=NOCS1", "elements": ["N", "N", "C", "N", "O", "C", "S", "H", "H", "H", "H", "H"], "xyz": [[-2.79, 0.29, 0.11], [-1.72, -0.61, 0.00], [-0.42, -0.12, -0.08], [-0.10, 1.15, -0.04], [1.25, 1.38, -0.25], [1.92, 0.35, 0.32], [0.99, -1.19, -0.10], [-2.97, 0.66, -0.81], [-2.55, 1.05, 0.72], [-1.92, -1.52, 0.37], [1.90, 0.40, 1.43], [2.94, 0.34, -0.09]]}

***

The computed energies, referenced to the most stable structure and given in kJ/mol, are a 88.8; b 0.0.

***

a.
{"formula": "C4H10S2", "method": "ωB97M-V/def2-TZVPD", "multiplicity": 1, "total_charge": 0, "homo_ev": -7.74, "smiles": "CCSSCC", "elements": ["C", "C", "S", "S", "C", "C", "H", "H", "H", "H", "H", "H", "H", "H", "H", "H"], "xyz": [[2.19, 1.73, -0.28], [2.16, 0.40, 0.41], [0.43, -0.03, 0.86], [-0.23, -0.43, -1.07], [-1.74, -1.44, -0.58], [-2.60, -0.67, 0.48], [3.26, 1.93, -0.25], [1.74, 1.69, -1.27], [1.62, 2.48, 0.26], [2.37, -0.43, -0.29], [2.86, 0.38, 1.26], [-1.16, -2.33, -0.26], [-2.29, -1.58, -1.56], [-3.35, -1.38, 0.75], [-2.10, -0.43, 1.39], [-3.15, 0.11, 0.13]]}

***

b.
{"formula": "C4H10S2", "method": "ωB97M-V/def2-TZVPD", "multiplicity": 1, "total_charge": 0, "homo_ev": -8.43, "smiles": "C=CC.CSS", "elements": ["C", "C", "C", "H", "H", "H", "H", "H", "H", "C", "S", "S", "H", "H", "H", "H"], "xyz": [[1.33, 1.18, 1.51], [1.15, 0.14, 0.68], [0.48, -1.11, 1.10], [2.11, 1.90, 1.31], [0.66, 1.38, 2.35], [1.82, 0.16, -0.16], [-0.56, -1.05, 1.45], [1.02, -1.64, 1.90], [0.57, -1.89, 0.33], [-2.04, 0.50, -1.11], [-0.45, 1.09, -1.80], [0.36, -0.53, -2.83], [-2.16, 0.91, -0.11], [-2.82, 0.83, -1.80], [-2.08, -0.59, -1.09], [0.61, -1.27, -1.73]]}

***

c.
{"formula": "C4H10S2", "method": "ωB97M-V/def2-TZVPD", "multiplicity": 1, "total_charge": 0, "homo_ev": -8.76, "smiles": "CCCSSC", "elements": ["C", "C", "C", "S", "S", "C", "H", "H", "H", "H", "H", "H", "H", "H", "H", "H"], "xyz": [[-0.29, -2.00, 0.93], [-1.02, -0.61, 0.87], [-0.05, 0.47, 1.32], [1.54, 0.38, 0.64], [0.54, 0.05, -1.68], [0.88, 1.69, -2.32], [-1.14, -2.64, 0.56], [0.59, -1.93, 0.32], [-0.10, -2.20, 1.93], [-1.50, -0.45, -0.15], [-1.92, -0.56, 1.53], [-0.33, 1.46, 1.02], [0.03, 0.21, 2.45], [0.15, 1.92, -3.04], [0.61, 2.48, -1.54], [2.00, 1.72, -2.84]]}

***

d.
{"formula": "C4H10S2", "method": "ωB97M-V/def2-TZVPD", "multiplicity": 1, "total_charge": 0, "homo_ev": -9.01, "smiles": "CCCSSC", "elements": ["C", "C", "C", "S", "S", "C", "H", "H", "H", "H", "H", "H", "H", "H", "H", "H"], "xyz": [[1.34, -2.54, -0.21], [1.06, -1.39, 0.78], [1.40, -0.05, 0.14], [0.22, 0.40, -1.20], [-1.65, 0.53, 0.37], [-1.16, 2.20, 0.73], [1.07, -3.46, 0.30], [0.64, -2.41, -1.07], [2.37, -2.48, -0.56], [0.02, -1.42, 1.09], [1.69, -1.60, 1.67], [1.19, 0.72, 0.90], [2.36, 0.08, -0.35], [-1.95, 2.69, 1.35], [-0.11, 2.34, 0.91], [-1.20, 2.77, -0.21]]}

***

The computed energies, referenced to the most stable structure and given in kJ/mol, are a 0.0; b 57.5; c 150.9; d 35.8.

***

a.
{"formula": "C4H10S2", "method": "ωB97M-V/def2-TZVPD", "multiplicity": 1, "total_charge": 0, "homo_ev": -8.99, "smiles": "C=CC.CSS", "elements": ["C", "C", "C", "H", "H", "H", "H", "H", "H", "C", "S", "S", "H", "H", "H", "H"], "xyz": [[-0.79, -3.21, 1.26], [-0.01, -2.14, 1.25], [-0.59, -0.74, 1.39], [-0.57, -4.13, 0.72], [-1.84, -3.12, 1.52], [1.05, -2.21, 1.01], [-0.05, -0.20, 2.16], [-0.18, -0.13, 0.55], [-1.66, -0.79, 1.38], [1.60, 2.73, -1.52], [0.50, 1.28, -1.30], [-1.35, 2.03, -1.27], [1.24, 3.64, -1.08], [1.82, 2.84, -2.58], [2.50, 2.44, -0.97], [-1.67, 1.72, -2.54]]}

***

b.
{"formula": "C4H10S2", "method": "ωB97M-V/def2-TZVPD", "multiplicity": 1, "total_charge": 0, "homo_ev": -8.57, "smiles": "CCCSSC", "elements": ["C", "C", "C", "S", "S", "C", "H", "H", "H", "H", "H", "H", "H", "H", "H", "H"], "xyz": [[0.48, -2.29, 0.89], [-0.92, -1.61, 0.65], [-0.91, -0.24, 1.38], [0.34, 0.90, 1.02], [0.37, 0.20, -1.41], [0.00, 1.82, -1.98], [0.45, -3.37, 0.71], [1.20, -1.70, 0.25], [0.87, -1.91, 1.90], [-1.30, -1.30, -0.29], [-1.76, -2.07, 1.15], [-1.79, 0.19, 0.93], [-0.90, -0.16, 2.45], [-0.20, 1.89, -3.14], [-0.92, 2.38, -1.56], [1.03, 2.37, -1.86]]}

***

The computed energies, referenced to the most stable structure and given in kJ/mol, are a 0.0; b 101.8.

***

a.
{"formula": "C2H9OS", "method": "ωB97M-V/def2-TZVPD", "multiplicity": 1, "total_charge": 1, "homo_ev": -16.30, "elements": ["O", "H", "H", "H", "C", "C", "S", "H", "H", "H", "H", "H", "H"], "xyz": [[-0.43, 0.67, -1.53], [-1.16, 0.28, -1.96], [2.82, -0.32, -2.24], [-0.03, 1.18, -2.28], [-0.24, -1.03, 1.12], [-1.10, 0.03, 1.84], [-0.93, 1.63, 1.38], [-0.48, -2.04, 1.58], [-0.44, -1.33, 0.03], [0.78, -0.85, 1.16], [2.84, 0.45, -2.14], [-1.43, -0.13, 2.89], [-0.22, 1.45, 0.13]]}

***

b.
{"formula": "C2H9OS", "method": "ωB97M-V/def2-TZVPD", "multiplicity": 1, "total_charge": 1, "homo_ev": -14.70, "elements": ["O", "H", "H", "H", "C", "S", "C", "H", "H", "H", "H", "H", "H"], "xyz": [[-2.09, -0.81, 1.61], [-2.76, -1.32, 1.19], [-2.53, -0.32, 2.31], [-1.09, 0.19, 0.71], [1.36, 0.35, 0.73], [-0.14, 0.19, -0.31], [0.44, 0.19, -2.02], [1.84, -0.61, 0.85], [1.99, 1.06, 0.19], [1.03, 0.66, 1.71], [0.18, -0.74, -2.50], [1.51, 0.08, -1.85], [0.26, 1.07, -2.63]]}

***

c.
{"formula": "C2H9OS", "method": "ωB97M-V/def2-TZVPD", "multiplicity": 1, "total_charge": 1, "homo_ev": -14.93, "elements": ["O", "H", "H", "H", "C", "S", "C", "H", "H", "H", "H", "H", "H"], "xyz": [[-1.00, 2.21, 0.93], [-1.64, 2.74, 0.46], [-0.85, 2.60, 1.79], [0.55, 0.98, 0.41], [1.03, -0.65, -1.72], [0.30, -0.21, -0.15], [-0.45, -1.53, 0.85], [1.12, -1.73, -1.66], [2.03, -0.24, -1.85], [0.44, -0.33, -2.57], [0.36, -2.09, 1.31], [-0.94, -1.00, 1.65], [-1.11, -2.06, 0.18]]}

***

d.
{"formula": "C2H9OS", "method": "ωB97M-V/def2-TZVPD", "multiplicity": 1, "total_charge": 1, "homo_ev": -15.33, "elements": ["O", "H", "H", "H", "C", "C", "S", "H", "H", "H", "H", "H", "H"], "xyz": [[-0.21, -0.64, 2.37], [0.15, -0.43, 3.24], [2.57, -3.08, 0.19], [-0.23, -1.60, 2.29], [-0.48, 1.23, -1.98], [-0.22, 1.28, -0.54], [-1.50, 1.38, 0.52], [0.16, 0.47, -2.45], [-0.21, 2.19, -2.43], [-1.53, 1.19, -2.19], [2.22, -3.61, -0.16], [0.82, 1.32, -0.22], [-1.55, 0.29, 1.36]]}

***

The computed energies, referenced to the most stable structure and given in kJ/mol, are a 128.5; b 56.0; c 0.0; d 176.6.

***

a.
{"formula": "CF4N2", "method": "ωB97M-V/def2-TZVPD", "multiplicity": 1, "total_charge": 0, "homo_ev": [-11.65, -11.72], "elements": ["C", "N", "N", "F", "F", "F", "F"], "xyz": [[0.09, -0.53, -0.18], [-0.65, 0.25, 0.60], [-0.16, 0.73, -0.67], [0.18, -1.71, -0.65], [2.04, -0.53, 0.93], [-2.05, 0.11, 0.66], [0.77, 1.71, -0.61]]}

***

b.
{"formula": "CF4N2", "method": "ωB97M-V/def2-TZVPD", "multiplicity": 1, "total_charge": 0, "homo_ev": [-10.87, -10.88], "elements": ["C", "N", "N", "F", "F", "F", "F"], "xyz": [[-0.57, -0.57, -0.47], [0.09, 0.31, 0.17], [0.80, 1.25, -0.07], [-1.57, -1.19, -0.01], [-0.39, -0.74, -1.79], [-0.49, -0.10, 1.82], [2.13, 1.05, 0.34]]}

***

The computed energies, referenced to the most stable structure and given in kJ/mol, are a 322.9; b 0.0.